Record 1
{"formula": "C31H38AuClN4O2S4", "method": "ωB97M-V/def2-TZVPD", "e_above_lowest_kcal_mol": 15.83, "e_tot_ha": -3762.24075, "lumo_ev": -0.6, "e_homo_ev": -7.18, "multiplicity": 1, "elements": ["Au", "Cl", "S", "S", "S", "S", "O", "O", "N", "N", "N", "N", "C", "C", "C", "C", "C", "C", "C", "C", "C", "C", "C", "C", "C", "C", "C", "C", "C", "C", "C", "C", "C", "C", "C", "C", "C", "C", "C", "C", "C", "C", "C", "H", "H", "H", "H", "H", "H", "H", "H", "H", "H", "H", "H", "H", "H", "H", "H", "H", "H", "H", "H", "H", "H", "H", "H", "H", "H", "H", "H", "H", "H", "H", "H", "H", "H", "H", "H", "H", "H"], "xyz": [[1.491, 1.253, 0.635], [4.128, -4.306, -0.408], [0.535, -1.214, 4.615], [-0.915, 1.350, 4.829], [-0.148, 2.238, 2.062], [1.403, -0.713, 1.792], [-0.850, -0.475, 6.737], [-4.347, -2.793, 1.653], [-3.022, -0.055, -1.836], [1.691, 3.029, -0.470], [-2.940, -0.368, -0.525], [-1.040, 0.598, -0.987], [-4.808, -2.828, -2.121], [-0.074, 1.031, 3.326], [-1.759, 0.032, -0.041], [-3.933, -2.581, 0.291], [-2.480, -3.092, 0.216], [-0.279, -3.454, -0.947], [6.292, 3.237, 0.947], [2.295, 5.557, -0.721], [5.862, 3.237, -0.371], [4.302, 1.445, 0.106], [1.012, 6.389, -0.824], [-1.861, 0.522, -2.067], [3.216, 0.520, -0.336], [2.032, -2.792, -1.193], [-6.385, -2.982, -0.222], [-0.497, -0.178, 5.632], [0.678, -2.527, -1.342], [5.736, 2.331, 1.844], [2.431, -3.983, -0.616], [4.875, 2.351, -0.785], [3.173, 5.732, -1.966], [-4.007, -1.034, 0.195], [3.077, 5.907, 0.555], [4.755, 1.447, 1.429], [1.930, 4.138, -0.609], [0.152, -4.651, -0.382], [-1.751, -3.175, -1.130], [0.573, -0.138, 3.235], [1.499, -4.922, -0.204], [-4.760, -4.811, -0.601], [-4.946, -3.290, -0.665], [1.827, -5.851, 0.240], [-1.893, -2.474, 0.900], [0.365, -1.583, -1.773], [-5.542, -3.361, -2.729], [-2.180, -3.976, -1.735], [-1.868, -2.258, -1.708], [-3.826, -3.025, -2.544], [-4.858, -5.199, 0.417], [-0.577, -5.394, -0.076], [-3.795, -5.131, -0.994], [-6.596, -3.363, 0.775], [-1.469, -0.089, 0.991], [6.068, 2.315, 2.874], [0.442, 6.132, -1.717], [4.321, 0.748, 2.135], [1.284, 7.443, -0.880], [-4.942, -0.699, -0.245], [-6.598, -1.913, -0.221], [-4.998, -1.761, -2.230], [4.074, 5.121, -1.892], [3.985, 5.308, 0.636], [2.472, 5.735, 1.445], [7.061, 3.926, 1.271], [3.469, 6.778, -2.046], [3.039, 0.581, -1.409], [-3.967, -0.667, 1.219], [3.397, -0.506, -0.034], [2.776, -2.081, -1.523], [-1.602, 0.905, -3.040], [0.380, 6.239, 0.051], [4.551, 2.355, -1.820], [6.305, 3.922, -1.085], [2.634, 5.455, -2.871], [-5.534, -5.296, -1.197], [-7.080, -3.450, -0.922], [-4.335, -3.740, 1.832], [-2.477, -4.090, 0.666], [3.350, 6.962, 0.514]], "atomic_forces_ev_per_a": [[0.116, -0.342, -0.030], [0.012, -0.002, 0.003], [-0.033, 0.013, -0.002], [-0.002, -0.002, -0.010], [0.049, 0.067, 0.108], [0.147, 0.283, -0.038], [0.004, 0.003, -0.014], [0.005, 0.011, -0.032], [-0.013, 0.041, -0.024], [-0.159, 0.031, 0.175], [0.002, -0.013, 0.009], [0.019, 0.049, -0.190], [0.014, 0.002, -0.017], [-0.055, -0.002, 0.009], [0.050, 0.009, 0.026], [0.026, -0.007, -0.005], [-0.021, -0.008, -0.011], [-0.029, 0.016, 0.008], [-0.007, -0.031, 0.022], [0.023, -0.010, -0.044], [0.001, -0.013, -0.024], [0.058, -0.076, -0.041], [-0.020, 0.003, 0.020], [-0.041, -0.073, 0.074], [-0.064, 0.179, 0.153], [0.017, 0.006, -0.017], [0.009, 0.001, -0.004], [0.008, -0.005, -0.024], [0.009, -0.044, -0.037], [0.016, 0.040, -0.005], [-0.024, 0.002, -0.001], [0.017, 0.058, -0.019], [0.024, -0.029, -0.008], [0.007, 0.022, 0.042], [0.018, -0.012, 0.021], [-0.017, -0.047, -0.063], [0.074, 0.016, -0.051], [0.016, -0.001, 0.026], [0.052, 0.013, -0.014], [-0.095, -0.073, -0.065], [0.006, 0.009, 0.001], [0.001, -0.011, -0.006], [-0.026, 0.001, 0.021], [0.000, -0.001, 0.001], [0.014, 0.001, 0.009], [0.001, -0.006, 0.011], [-0.005, 0.000, 0.001], [0.006, 0.002, -0.003], [0.004, -0.015, 0.025], [-0.042, -0.002, 0.000], [-0.005, 0.002, 0.000], [-0.001, 0.002, 0.001], [-0.006, -0.003, -0.001], [0.009, -0.001, 0.003], [-0.008, -0.014, 0.019], [0.008, 0.004, -0.001], [0.003, -0.011, -0.001], [-0.026, -0.006, 0.007], [0.002, -0.002, 0.002], [-0.005, -0.001, -0.004], [-0.007, -0.001, -0.002], [-0.002, 0.000, 0.001], [-0.022, 0.022, -0.001], [-0.004, 0.002, -0.024], [-0.021, 0.018, -0.003], [0.001, -0.003, 0.008], [-0.010, 0.008, 0.017], [-0.024, -0.049, -0.010], [-0.013, -0.008, 0.004], [-0.011, -0.018, 0.030], [-0.002, 0.009, -0.002], [-0.002, -0.005, -0.004], [-0.008, 0.009, -0.007], [-0.018, -0.014, -0.001], [-0.001, -0.002, 0.004], [-0.003, 0.005, -0.003], [0.001, -0.004, -0.001], [0.001, -0.001, -0.004], [0.006, 0.010, 0.001], [-0.010, 0.006, 0.004], [0.007, -0.004, 0.002]]}

---

Record 2
{"formula": "CH6OSi", "method": "ωB97M-V/def2-TZVPD", "e_above_lowest_kcal_mol": 28.31, "e_tot_ha": -406.40224, "lumo_ev": 0.6, "e_homo_ev": -10.07, "multiplicity": 1, "elements": ["Si", "O", "C", "H", "H", "H", "H", "H", "H"], "xyz": [[0.627, -0.251, -0.484], [1.519, 0.078, -1.967], [-1.047, 0.297, 0.618], [0.497, -1.577, -1.013], [-1.966, -0.120, 0.272], [-0.633, 0.049, 1.580], [1.568, 0.100, 0.743], [1.759, 0.927, -2.346], [-1.022, 1.507, 0.538]], "atomic_forces_ev_per_a": [[0.851, 1.043, 0.770], [-1.464, 0.469, 1.440], [2.835, 3.324, -2.759], [-0.319, -1.114, 0.603], [-0.564, -0.209, 0.186], [-0.379, -0.352, 0.428], [-0.459, -0.525, -1.365], [-0.066, 0.168, 0.361], [-0.434, -2.805, 0.336]]}

---

Record 3
{"formula": "C31H29Cl3GeN6O3STi", "method": "ωB97M-V/def2-TZVPD", "e_above_lowest_kcal_mol": 3.91, "e_tot_ha": -6458.30544, "lumo_ev": -1.5, "e_homo_ev": -7.62, "multiplicity": 1, "elements": ["Ge", "Ti", "Cl", "Cl", "Cl", "S", "O", "O", "O", "N", "N", "N", "N", "N", "N", "C", "C", "C", "C", "C", "C", "C", "C", "C", "C", "C", "C", "C", "C", "C", "C", "C", "C", "C", "C", "C", "C", "C", "C", "C", "C", "C", "C", "C", "C", "C", "H", "H", "H", "H", "H", "H", "H", "H", "H", "H", "H", "H", "H", "H", "H", "H", "H", "H", "H", "H", "H", "H", "H", "H", "H", "H", "H", "H", "H"], "xyz": [[-0.463, -3.193, -1.426], [0.095, -0.484, 0.155], [0.747, -5.020, -1.569], [-2.464, -4.134, -1.029], [0.064, -2.726, 1.082], [2.257, -1.426, -0.729], [-1.740, -0.536, 0.100], [-0.641, 2.410, -0.261], [1.311, 0.869, 0.756], [3.456, 0.343, -2.414], [0.140, 0.128, -1.984], [4.586, -0.041, -1.869], [0.696, 0.598, 2.915], [1.232, 0.322, -2.577], [-0.329, -0.020, 2.211], [-0.861, 4.553, 0.664], [5.815, 0.456, -2.318], [-3.255, 1.032, -3.272], [1.539, 1.037, 2.036], [-2.601, -0.796, 2.292], [8.294, 1.390, -3.143], [3.142, 1.894, 3.733], [-0.896, -0.118, -4.157], [-2.188, 0.909, -2.395], [7.141, 1.761, -3.821], [-1.004, 0.346, -2.849], [-3.978, -1.233, 0.333], [-2.758, -0.866, 0.898], [8.198, 0.545, -2.046], [0.287, 3.252, -0.961], [2.787, 1.736, 2.396], [4.794, 2.874, 1.722], [-4.895, -1.493, 2.558], [0.459, 4.500, -0.102], [5.147, 3.033, 3.055], [6.964, 0.079, -1.627], [-3.153, 0.585, -4.581], [2.365, -0.170, -1.928], [-1.971, 0.008, -5.021], [4.321, 2.543, 4.059], [-1.394, -0.289, 2.881], [3.615, 2.225, 1.390], [-5.031, -1.547, 1.169], [-3.693, -1.113, 3.112], [-1.112, 3.076, 0.913], [5.897, 1.300, -3.421], [5.440, 3.251, 0.940], [6.070, 3.533, 3.315], [9.259, 1.753, -3.469], [-1.885, -0.362, -6.034], [1.290, 4.365, 0.595], [9.090, 0.245, -1.511], [-4.175, 1.482, -2.922], [0.018, -0.590, -4.488], [-2.267, 1.267, -1.384], [-0.552, 2.725, 1.789], [0.658, 5.392, -0.694], [-5.976, -1.848, 0.735], [7.208, 2.417, -4.679], [-2.164, 2.817, 1.048], [-1.381, -0.067, 3.946], [4.999, 1.584, -3.949], [6.889, -0.576, -0.768], [-5.732, -1.746, 3.194], [4.568, -0.695, -1.092], [-0.801, 5.133, 1.584], [2.492, 1.505, 4.505], [1.221, 2.704, -1.099], [-3.580, -1.056, 4.187], [3.335, 2.081, 0.355], [-4.059, -1.300, -0.743], [-3.995, 0.676, -5.255], [-1.654, 4.973, 0.042], [4.599, 2.664, 5.097], [-0.134, 3.477, -1.946]], "atomic_forces_ev_per_a": [[-0.381, -0.114, -0.149], [0.712, -0.263, 0.581], [0.068, -0.021, 0.026], [0.115, 0.052, 0.028], [0.006, 0.291, -0.087], [-0.443, 0.010, 0.158], [0.028, -0.125, -0.189], [-0.193, 0.013, -0.018], [-0.037, -0.191, -0.308], [-0.009, -0.119, 0.095], [-0.002, 0.219, -0.199], [0.064, 0.084, -0.104], [0.051, -0.020, -0.103], [-0.029, -0.156, 0.373], [-0.104, -0.045, 0.150], [-0.005, 0.008, 0.013], [-0.062, -0.023, 0.036], [0.009, 0.020, 0.030], [0.059, 0.003, -0.184], [-0.116, 0.016, 0.018], [0.019, -0.009, 0.001], [0.010, 0.040, 0.001], [-0.152, 0.056, -0.064], [-0.014, 0.017, -0.066], [-0.013, 0.013, -0.029], [0.299, -0.175, 0.102], [-0.038, -0.095, 0.255], [0.203, 0.164, -0.188], [-0.007, 0.006, 0.002], [0.046, -0.058, 0.002], [-0.094, 0.017, 0.172], [0.029, 0.011, -0.009], [0.044, 0.014, 0.086], [0.039, -0.010, 0.000], [0.020, 0.004, 0.008], [0.016, 0.035, -0.059], [-0.025, -0.003, -0.017], [-0.132, 0.336, -0.290], [0.069, -0.022, 0.013], [-0.017, -0.011, 0.016], [0.050, 0.047, -0.089], [-0.018, -0.053, 0.022], [0.026, -0.005, -0.141], [-0.086, -0.043, -0.062], [-0.022, -0.026, 0.033], [0.098, 0.004, 0.046], [0.002, -0.005, -0.008], [-0.001, 0.012, -0.014], [0.001, 0.004, -0.001], [-0.019, 0.009, -0.006], [-0.007, -0.006, 0.006], [0.000, 0.004, 0.006], [-0.005, 0.004, -0.010], [0.039, -0.005, 0.039], [0.041, 0.025, 0.064], [-0.006, 0.030, -0.018], [-0.018, -0.003, -0.018], [-0.003, -0.002, 0.010], [0.002, 0.003, 0.002], [0.014, 0.012, -0.005], [-0.008, 0.007, 0.003], [-0.026, -0.014, 0.005], [-0.019, -0.010, 0.003], [0.001, -0.004, 0.002], [-0.081, -0.006, 0.065], [-0.005, -0.016, 0.011], [-0.011, -0.010, -0.012], [0.000, 0.022, -0.004], [0.018, 0.008, 0.004], [-0.006, 0.008, -0.023], [0.008, 0.025, -0.017], [-0.005, 0.005, 0.006], [0.003, -0.007, -0.014], [0.005, 0.000, -0.002], [0.001, 0.015, 0.019]]}

---

What is the multiplicity in the first record? 1

---

Which value of multiplicity does entry 1 give? 1

---

Repeat the second record exactly.
{"formula": "CH6OSi", "method": "ωB97M-V/def2-TZVPD", "e_above_lowest_kcal_mol": 28.31, "e_tot_ha": -406.40224, "lumo_ev": 0.6, "e_homo_ev": -10.07, "multiplicity": 1, "elements": ["Si", "O", "C", "H", "H", "H", "H", "H", "H"], "xyz": [[0.627, -0.251, -0.484], [1.519, 0.078, -1.967], [-1.047, 0.297, 0.618], [0.497, -1.577, -1.013], [-1.966, -0.120, 0.272], [-0.633, 0.049, 1.580], [1.568, 0.100, 0.743], [1.759, 0.927, -2.346], [-1.022, 1.507, 0.538]], "atomic_forces_ev_per_a": [[0.851, 1.043, 0.770], [-1.464, 0.469, 1.440], [2.835, 3.324, -2.759], [-0.319, -1.114, 0.603], [-0.564, -0.209, 0.186], [-0.379, -0.352, 0.428], [-0.459, -0.525, -1.365], [-0.066, 0.168, 0.361], [-0.434, -2.805, 0.336]]}